Entry 1:
16
Properties=species:S:1:pos:R:3:forces:R:3:lowdin_charge:R:1 method="wB97M-V/def2-TZVPD" homo_energy_ev=-8.0852 charge=0 fmax_ev_per_a=0.62 e_above_lowest_kj_mol=430.09
C -0.965 0.407 -0.769 0.0 0.1 -0.1 -0.3074
C -1.561 0.715 0.393 -0.3 0.1 0.1 -0.2564
C 0.410 -0.042 -0.501 0.0 0.0 0.2 -0.4324
N 1.454 0.820 -0.734 -0.1 -0.1 0.1 0.1565
N 0.704 -1.376 -0.678 0.0 0.1 0.1 0.1452
C 0.059 0.258 1.530 0.0 -0.1 -0.3 -0.1874
O -1.451 0.664 -2.047 0.0 -0.1 0.2 0.0312
N 0.204 -0.718 2.314 0.0 0.0 -0.1 0.0641
O -2.435 1.117 1.087 0.5 -0.2 -0.2 0.1214
H -1.883 -0.125 -2.395 0.0 0.1 0.0 0.0991
H 1.240 1.799 -0.637 0.0 -0.1 0.0 0.1168
H 2.388 0.558 -0.453 -0.1 0.0 0.0 0.1086
H -0.053 -2.009 -0.476 0.0 0.0 0.0 0.1054
H 1.613 -1.717 -0.398 -0.1 0.1 0.0 0.1074
H -0.114 -1.599 1.891 0.0 0.1 0.0 0.0390
H 0.391 1.248 1.872 0.0 0.0 0.0 0.0888

---

Entry 2:
16
Properties=species:S:1:pos:R:3:forces:R:3:lowdin_charge:R:1 method="wB97M-V/def2-TZVPD" homo_energy_ev=-7.4133 charge=0 fmax_ev_per_a=1.10 e_above_lowest_kj_mol=383.87
C 0.447 -1.014 -2.097 -0.3 -0.1 -0.1 -0.0767
N 0.202 -0.741 -0.697 -0.1 0.0 0.5 0.0137
N -1.725 0.227 0.587 0.2 -0.1 0.0 0.1384
C -1.164 -0.992 0.622 -0.2 -0.7 -0.8 -0.3863
C 0.549 0.366 -0.073 0.1 0.0 0.5 -0.3718
C -0.309 0.621 1.003 0.3 0.4 -0.3 -0.3038
N -0.149 1.352 2.180 0.0 0.2 0.1 0.0855
O 1.646 1.123 -0.321 -0.3 -0.3 0.0 0.1057
O -1.358 -2.106 0.979 0.4 0.7 -0.1 0.1357
H 2.281 0.614 -0.844 -0.1 0.0 0.0 0.1119
H -2.402 0.375 1.331 0.1 -0.1 0.1 0.1397
H -0.191 2.358 2.062 0.0 0.0 0.0 0.0841
H 0.672 1.103 2.713 -0.1 0.0 0.0 0.0850
H -0.493 -0.993 -2.654 0.0 0.0 0.0 0.0830
H 0.880 -2.009 -2.218 0.0 0.1 0.0 0.0786
H 1.115 -0.284 -2.573 0.0 0.0 0.2 0.0773

---

Entry 3:
15
Properties=species:S:1:pos:R:3:forces:R:3:lowdin_charge:R:1 method="wB97M-V/def2-TZVPD" homo_energy_ev=-9.1514 charge=0 fmax_ev_per_a=7.28 e_above_lowest_kj_mol=412.66
H -0.200 -1.718 1.303 1.7 0.1 -0.6 0.0197
N 0.797 -1.518 0.958 -2.8 3.6 -3.5 0.1227
C 0.667 -0.531 0.000 -2.4 -4.2 5.4 -0.4165
C 1.773 0.117 -0.539 2.9 -0.4 -1.4 -0.1747
C 3.037 -0.348 -0.321 -1.7 2.1 -1.0 0.0778
N -0.621 0.078 -0.482 0.3 0.1 1.9 -0.4310
S -2.160 -0.635 -0.089 -0.1 -1.6 -2.1 0.7762
C -0.785 1.422 -0.027 2.7 2.3 1.4 -0.3717
N 0.176 2.059 0.678 -3.8 0.8 -2.4 0.0681
H -0.047 3.160 0.780 0.2 -3.4 -0.3 0.1022
H 1.437 0.843 -1.260 0.9 0.3 -0.4 0.0960
H 3.858 0.037 -0.917 0.0 0.0 0.3 0.0615
H 3.195 -0.986 0.508 0.3 -0.9 0.4 0.0492
H -2.499 -1.196 -1.396 0.7 0.9 2.0 -0.0613
H -1.812 1.731 -0.345 1.1 0.6 0.4 0.0819

---

Entry 4:
15
Properties=species:S:1:pos:R:3:forces:R:3:lowdin_charge:R:1 method="wB97M-V/def2-TZVPD" homo_energy_ev=-7.6095 charge=0 fmax_ev_per_a=9.89 e_above_lowest_kj_mol=655.73
C -2.651 -0.501 0.052 3.4 -0.8 1.6 -0.7922
C -0.308 0.117 -0.071 2.4 -1.6 -0.7 -0.4333
C 1.983 0.043 0.321 3.2 -1.3 -1.1 -0.2217
C 0.967 1.048 0.006 -7.0 0.0 7.0 -0.1285
H -2.126 -1.647 0.586 -1.5 3.9 -2.0 0.1796
H -1.816 1.644 -0.783 0.4 -5.3 2.5 0.3010
H 1.794 -2.136 -0.163 -0.8 3.2 0.0 0.1650
H 2.682 0.584 -0.455 0.9 -2.2 2.3 0.1421
H 2.313 -0.538 1.312 -0.3 3.2 -1.2 0.1668
H 0.515 1.840 0.786 1.9 -1.4 -1.3 0.1646
H 1.015 1.496 -0.868 1.0 2.2 -4.2 0.0464
N -1.601 0.455 -0.231 -4.0 3.4 -1.1 -0.0677
N 0.040 -1.115 -0.174 -0.3 0.8 -0.3 0.0361
N 1.408 -1.116 -0.335 1.1 -4.1 -1.0 -0.1480
S -4.214 -0.175 0.017 -0.5 -0.1 -0.3 0.5897

---

Entry 5:
15
Properties=species:S:1:pos:R:3:forces:R:3:lowdin_charge:R:1 method="wB97M-V/def2-TZVPD" homo_energy_ev=-8.7357 charge=0 fmax_ev_per_a=5.58 e_above_lowest_kj_mol=510.83
C -2.906 -1.235 0.278 -0.8 1.2 -2.6 -0.0746
N -2.329 -0.197 -0.350 1.1 -4.1 3.7 -0.0573
N -0.933 -0.361 0.028 2.2 1.5 -0.9 -0.0880
C -0.176 0.725 -0.012 -2.9 -3.8 0.6 -0.6673
C -0.871 2.010 -0.084 1.9 2.4 0.8 -0.1378
S 1.591 0.752 0.161 -0.2 0.3 -0.2 0.9276
N 2.398 -0.717 -0.105 -2.3 -2.0 0.5 -0.3700
C 1.743 -1.856 -0.132 -0.7 3.2 -0.3 -0.1009
H -2.371 -2.110 1.017 -1.6 2.9 -2.3 0.1343
H -3.984 -1.263 -0.221 1.9 -0.7 2.0 0.0832
H -1.325 2.311 0.930 0.1 -0.7 -1.9 0.1221
H -1.451 2.086 -1.016 -0.2 0.1 0.8 0.0898
H 0.016 2.667 -0.169 -0.8 0.8 -0.2 0.0428
H 2.347 -2.687 -0.303 1.0 -1.5 -0.2 0.0349
H 0.619 -1.964 -0.125 1.4 0.3 0.3 0.0612

---

Entry 6:
15
Properties=species:S:1:pos:R:3:forces:R:3:lowdin_charge:R:1 method="wB97M-V/def2-TZVPD" homo_energy_ev=-12.8091 charge=+1 fmax_ev_per_a=3.09 e_above_lowest_kj_mol=403.33
C -1.792 1.732 -0.020 1.4 -1.3 -0.1 0.0569
N -0.860 0.898 -0.299 -0.6 1.8 -0.5 0.0597
C -1.044 -0.461 -0.063 -0.7 0.1 0.1 -0.3763
C -2.126 -1.240 0.039 1.7 -1.5 0.1 0.1137
N 0.199 -1.121 -0.096 1.9 -1.9 0.2 0.0658
N 1.377 -0.619 0.059 0.0 0.7 -1.2 0.1534
C 2.406 -0.120 -0.203 -1.4 0.2 1.0 -0.0424
N 3.488 0.526 0.066 -0.7 -0.9 -0.8 0.2104
H -1.926 2.777 -0.163 1.4 1.0 -0.9 0.0848
H -2.611 1.437 0.518 -2.3 -1.4 1.4 0.0534
H -3.106 -0.866 -0.031 -1.0 0.4 -0.1 0.0581
H -1.961 -2.362 0.130 -0.5 1.7 0.0 0.1049
H 0.316 -2.124 -0.213 -1.0 0.1 0.2 0.1800
H 4.010 0.782 -0.745 1.0 0.6 0.2 0.1356
H 3.630 0.761 1.023 0.8 0.5 0.4 0.1421

---

Entry 7:
15
Properties=species:S:1:pos:R:3:forces:R:3:lowdin_charge:R:1 method="wB97M-V/def2-TZVPD" homo_energy_ev=-13.7025 charge=+1 fmax_ev_per_a=2.70 e_above_lowest_kj_mol=297.49
C 1.035 0.186 1.478 -0.2 -1.5 -0.9 -0.2288
C -0.991 -1.012 0.477 0.4 -1.2 -0.1 -0.1545
C 0.144 0.869 -0.881 0.0 -2.7 -0.1 -0.3018
C -0.348 0.106 1.007 1.2 1.1 0.3 -0.1581
N 2.185 0.160 1.549 -0.2 0.2 0.4 0.1898
N -0.404 -2.187 0.233 0.4 0.2 1.3 0.1687
N 0.391 -0.065 -1.602 -0.2 1.1 -0.7 0.2341
N 0.129 2.142 -0.618 0.5 2.1 -0.1 0.1909
H -1.964 -0.906 0.028 -0.3 0.3 0.1 0.1457
H -0.817 1.010 1.345 -1.3 -0.3 0.1 0.1091
H -0.895 -2.955 -0.334 1.2 1.6 1.5 0.1806
H 0.434 -2.366 0.897 -1.6 -0.2 -2.1 0.1803
H 0.404 -0.384 -2.584 0.1 0.7 1.1 0.1462
H -0.030 2.721 0.220 -0.3 -1.5 -0.2 0.1579
H 0.729 2.681 -1.215 0.2 0.2 -0.8 0.1400

---

Entry 8:
16
Properties=species:S:1:pos:R:3:forces:R:3:lowdin_charge:R:1 method="wB97M-V/def2-TZVPD" homo_energy_ev=-8.4395 charge=0 fmax_ev_per_a=6.87 e_above_lowest_kj_mol=768.31
C 0.608 -1.410 -1.373 -1.4 1.2 1.1 -0.0767
N 1.134 -2.086 -0.447 0.9 -0.2 -0.4 0.0020
N 1.106 -1.393 0.716 -2.6 -2.7 5.0 -0.0903
N -0.017 -0.429 0.721 3.4 -0.1 -2.5 -0.1217
N 0.422 0.999 1.183 -1.6 -3.4 0.5 0.0018
C -1.170 1.463 0.976 3.3 1.7 5.3 -0.1612
C -1.102 1.932 -0.377 4.5 -1.3 -1.9 -0.1990
N -0.702 0.732 -1.196 -1.9 5.1 -4.2 0.0949
C -0.091 -0.219 -0.843 1.2 -3.2 5.1 -0.2990
H 0.530 -1.779 -2.329 0.0 -0.6 -2.1 0.0821
H 0.676 -2.208 1.470 2.1 2.8 -2.4 0.1990
H 0.903 0.738 2.152 -2.3 1.2 -1.9 0.1322
H -1.832 0.641 1.223 0.0 0.0 -0.3 0.1018
H -1.192 2.221 1.807 -0.8 -0.2 -1.1 0.1145
H -1.888 2.306 -0.883 -3.3 1.2 -0.9 0.0636
H -0.260 2.719 -0.572 -1.4 -1.5 0.7 0.1560

---

Entry 9:
17
Properties=species:S:1:pos:R:3:forces:R:3:lowdin_charge:R:1 method="wB97M-V/def2-TZVPD" homo_energy_ev=-9.5031 charge=0 fmax_ev_per_a=6.30 e_above_lowest_kj_mol=166.04
C 1.449 -1.188 -0.833 -0.9 -3.8 -2.7 -0.1535
N 1.262 0.133 -1.316 -1.6 3.8 -0.9 -0.0326
C 0.889 1.224 -0.485 -2.3 -5.9 0.3 -0.4839
O 1.193 2.312 -0.649 1.6 5.0 -0.7 0.1690
N -0.099 0.863 0.569 1.3 0.1 -1.9 0.0044
N -0.132 1.562 1.741 0.6 0.2 -0.3 0.1213
C -1.104 1.000 2.363 0.3 -2.9 -5.0 -0.1641
N -1.726 -0.042 1.650 -1.0 1.3 2.3 0.1244
C -1.125 -0.037 0.530 0.7 -1.1 -0.2 -0.4825
N -1.438 -0.947 -0.489 -1.5 0.4 1.5 0.1175
H 1.006 -1.407 0.198 1.1 0.5 -1.6 0.1026
H 2.501 -1.354 -1.038 0.4 -0.7 1.2 0.0549
H 0.949 -2.106 -1.654 1.0 2.8 2.5 0.1482
H 1.523 0.526 -2.308 -0.2 -1.6 2.8 0.1999
H -1.377 1.115 3.286 -1.3 1.4 5.1 0.0503
H -2.448 -1.286 -0.271 2.4 0.9 -0.9 0.1512
H -1.322 -0.369 -1.293 -0.5 -0.4 -1.5 0.0729

---

Entry 10:
18
Properties=species:S:1:pos:R:3:forces:R:3:lowdin_charge:R:1 method="wB97M-V/def2-TZVPD" homo_energy_ev=-10.1221 charge=0 fmax_ev_per_a=3.96 e_above_lowest_kj_mol=631.04
C -0.133 0.664 -0.812 1.2 -0.6 -1.6 0.0160
C -1.967 1.451 0.618 0.0 -0.1 -0.3 -0.0448
C 0.202 0.498 1.570 0.1 -0.2 0.0 -0.0445
C -0.820 0.448 0.424 -0.5 -0.1 1.1 -0.3855
N 0.365 1.037 -1.819 -1.8 0.3 2.3 0.1375
N 1.362 0.377 -2.622 0.9 1.3 -2.3 -0.0001
N 1.674 -0.718 -2.210 1.3 -3.1 0.4 -0.0380
N 1.221 -1.238 -1.137 -2.1 3.3 0.9 0.0415
N 1.527 -2.509 -0.767 0.6 -0.4 -0.9 -0.4675
O 1.286 -2.746 0.394 -0.1 -0.2 0.6 0.0510
O 1.944 -3.278 -1.593 0.3 -0.6 -0.2 0.0753
H -1.601 2.472 0.591 0.1 0.2 0.1 0.0885
H -2.439 1.270 1.580 0.0 0.0 0.1 0.0862
H -2.717 1.332 -0.160 -0.1 0.0 0.0 0.0859
H -0.324 0.394 2.515 -0.1 0.1 0.1 0.0866
H 0.754 1.436 1.563 0.0 0.1 0.0 0.0921
H 0.905 -0.325 1.476 0.0 0.0 0.0 0.0645
H -1.239 -0.563 0.388 0.1 0.1 -0.1 0.1552

---

Entry 11:
19
Properties=species:S:1:pos:R:3:forces:R:3:lowdin_charge:R:1 method="wB97M-V/def2-TZVPD" multiplicity=3 homo_energy_ev="-15.1063 / -19.7158" s2=2.015 charge=+2 fmax_ev_per_a=8.47 e_above_lowest_kj_mol=264.66
C 1.754 -1.733 0.015 5.8 -3.8 -0.5 -0.0615
C -0.374 -1.284 -0.350 8.1 1.7 2.0 -0.3005
C 0.028 1.257 -0.142 0.7 -2.0 0.6 -0.2699
C 0.319 -0.104 0.425 0.2 0.0 2.0 -0.1208
N -1.598 -1.329 -0.565 -7.5 1.7 0.7 0.2056
N 1.731 -0.496 0.464 -3.5 0.4 -1.0 0.1625
N 0.616 -2.204 -0.429 -1.8 1.5 0.0 0.2111
N -1.245 1.276 -0.456 -1.7 1.9 -0.8 0.0799
N 0.980 2.159 -0.183 -3.1 1.3 -1.0 0.2972
O -3.637 0.267 -0.652 0.0 0.4 -0.4 -0.1320
O -2.370 0.064 1.492 0.3 -0.4 -0.6 -0.1369
S -2.465 0.074 0.077 0.7 -1.1 -0.7 0.7650
H 2.709 -2.427 -0.081 -2.1 1.9 0.3 0.2301
H -0.006 0.028 1.521 -0.1 -0.4 -1.1 0.2002
H 2.331 0.172 0.887 1.4 -0.7 0.6 0.1672
H 0.406 -3.027 -0.937 0.6 -1.5 -0.5 0.1979
H -1.745 2.102 -0.830 0.5 -0.4 0.1 0.1866
H 1.911 2.104 0.154 0.8 -0.5 0.2 0.1419
H 0.654 3.100 -0.409 0.6 0.0 -0.1 0.1763

---

Entry 12:
17
Properties=species:S:1:pos:R:3:forces:R:3:lowdin_charge:R:1 method="wB97M-V/def2-TZVPD" homo_energy_ev=-9.0859 charge=0 fmax_ev_per_a=3.86 e_above_lowest_kj_mol=371.06
S 1.753 -2.085 -1.507 1.2 0.7 0.2 0.7819
C 2.327 -0.912 -0.300 0.5 0.0 -1.5 -0.7711
N 3.541 -1.078 0.204 1.9 -0.7 1.2 -0.0081
N 3.758 -0.154 1.112 -1.1 -0.5 -0.8 0.0443
N 2.644 0.547 1.082 1.3 -0.8 -1.0 -0.0602
N 1.794 0.216 0.153 -1.4 -0.7 0.3 0.0496
H 0.564 -2.009 -0.927 -1.0 -0.4 -0.3 -0.2089
H 2.509 1.310 1.648 -0.3 2.1 1.5 0.1217
H -0.088 -0.583 0.354 -1.9 -1.1 -2.2 0.0867
N -0.755 -1.106 -0.378 2.6 -0.2 2.9 0.0354
C -1.812 -0.482 -0.526 -1.6 0.7 -0.7 -0.2833
C -2.069 0.799 0.040 0.0 2.4 1.6 -0.1690
C -3.232 1.485 -0.063 3.4 -0.9 0.2 0.0477
H -2.621 -0.857 -1.144 0.0 -0.4 -0.3 0.1181
H -1.181 1.272 0.611 -1.6 -0.8 -0.7 0.1269
H -3.172 2.427 0.399 -0.8 1.2 0.4 0.0423
H -3.960 1.210 -0.758 -1.4 -0.5 -0.5 0.0461

---

Entry 13:
13
Properties=species:S:1:pos:R:3:forces:R:3:lowdin_charge:R:1 method="wB97M-V/def2-TZVPD" homo_energy_ev=-9.8693 charge=0 fmax_ev_per_a=0.58 e_above_lowest_kj_mol=164.30
C -0.471 1.268 -1.344 0.0 0.0 -0.1 0.0000
C -0.220 -0.144 -0.883 0.1 -0.1 -0.3 -0.5212
O 0.307 -1.004 -1.550 -0.5 0.3 0.2 0.0875
N -0.624 -0.315 0.472 -0.1 0.0 -0.2 -0.0367
C 0.595 -0.038 1.243 0.3 0.2 0.2 -0.1131
C 0.035 -1.410 1.157 0.1 -0.2 0.0 -0.1116
H 0.333 1.621 -1.995 -0.1 -0.1 0.1 0.0873
H -1.403 1.264 -1.914 0.0 0.1 0.0 0.0893
H -0.595 1.933 -0.486 0.0 -0.1 -0.2 0.0821
H 0.500 0.593 2.120 -0.1 -0.2 0.0 0.1058
H 1.461 0.170 0.618 0.1 -0.1 0.3 0.1168
H -0.494 -1.814 2.018 0.0 0.2 -0.2 0.1084
H 0.520 -2.137 0.514 0.1 0.1 0.2 0.1055

---

Entry 14:
13
Properties=species:S:1:pos:R:3:forces:R:3:lowdin_charge:R:1 method="wB97M-V/def2-TZVPD" homo_energy_ev=-8.1232 charge=0 fmax_ev_per_a=1.81 e_above_lowest_kj_mol=292.62
C -1.718 -0.408 0.359 -0.2 -0.1 0.1 -0.0674
C -0.441 -0.190 -0.388 -0.6 -0.2 0.0 -0.3682
C 0.356 1.039 -0.049 -0.4 -0.2 0.3 -0.0294
C 1.398 0.195 0.131 -0.4 0.3 -0.3 -0.4728
O 2.689 0.535 0.064 -0.1 0.2 0.0 0.0904
N 0.754 -1.017 0.062 0.2 -0.1 -0.1 0.1213
H -2.115 -1.410 0.195 -0.1 0.0 0.1 0.0725
H -1.538 -0.251 1.426 -0.1 -0.1 -0.1 0.0847
H -2.453 0.328 0.015 0.0 -0.1 0.1 0.0819
H -0.551 -0.323 -1.474 -0.1 0.0 0.2 0.1381
H 2.402 1.370 -0.372 1.8 0.1 0.2 0.1228
H 0.092 1.921 0.513 -0.1 0.2 -0.5 0.1001
H 1.125 -1.790 -0.482 0.0 0.2 -0.2 0.1262

---

Entry 15:
13
Properties=species:S:1:pos:R:3:forces:R:3:lowdin_charge:R:1 method="wB97M-V/def2-TZVPD" homo_energy_ev=-9.0123 charge=0 fmax_ev_per_a=0.51 e_above_lowest_kj_mol=453.71
O 2.231 -0.882 0.115 -0.4 0.2 0.3 0.0579
C 1.270 -0.807 0.848 0.2 -0.1 -0.1 -0.2435
C -0.091 -1.022 0.395 -0.2 -0.4 0.2 -0.2095
C -1.248 -1.572 0.489 0.2 0.1 0.1 0.0189
N -0.895 -1.142 -0.871 0.1 -0.2 -0.4 0.0488
H 1.359 -0.625 1.933 0.1 0.0 -0.1 0.1261
H -2.061 -2.089 0.973 0.2 0.1 0.0 0.1111
H -0.561 -1.953 -1.408 -0.2 0.1 0.0 0.0812
C -0.014 2.051 -0.492 0.0 0.0 0.0 -0.0460
H 0.975 1.778 -0.870 -0.1 0.1 0.0 0.0241
H -0.433 2.850 -1.106 0.1 0.0 0.1 0.0196
H 0.070 2.385 0.547 0.0 0.0 -0.2 0.0235
H -0.664 1.177 -0.570 0.1 0.2 0.0 -0.0122

---

Entry 16:
13
Properties=species:S:1:pos:R:3:forces:R:3:lowdin_charge:R:1 method="wB97M-V/def2-TZVPD" homo_energy_ev=-10.3394 charge=0 fmax_ev_per_a=3.24 e_above_lowest_kj_mol=311.61
C -0.874 0.032 1.225 0.0 -0.2 0.0 -0.0566
C -0.498 0.444 -0.202 0.2 -0.1 0.0 -0.4361
C 1.045 0.573 -0.380 0.0 -0.1 -0.1 -0.1421
N 1.483 -0.776 -0.694 -0.5 -0.8 -0.4 0.0083
C 0.850 -1.674 -1.146 2.4 0.0 0.4 0.0849
O -1.028 -0.446 -1.176 -0.1 -0.6 0.1 -0.1438
H -1.962 -0.040 1.319 0.2 0.0 -0.1 0.0805
H -0.451 -0.952 1.450 0.0 0.1 0.0 0.0790
H -0.511 0.741 1.982 0.0 -0.1 -0.3 0.0801
H -0.876 1.475 -0.378 -0.1 -0.7 -0.3 0.1491
H 1.306 1.203 -1.237 -0.1 -0.1 0.1 0.1222
H 1.567 0.947 0.506 -0.2 -0.1 -0.1 0.1179
H -0.535 -1.465 -1.265 -1.6 2.8 0.6 0.0567

---

Entry 17:
13
Properties=species:S:1:pos:R:3:forces:R:3:lowdin_charge:R:1 method="wB97M-V/def2-TZVPD" homo_energy_ev=-9.0409 charge=0 fmax_ev_per_a=0.34 e_above_lowest_kj_mol=492.59
O -0.279 -0.656 1.730 0.1 0.1 0.2 -0.0367
C -0.291 -0.617 0.336 -0.1 -0.1 -0.2 -0.4228
C -1.129 0.579 -0.178 0.3 0.0 -0.1 -0.2818
C -1.070 0.782 -1.629 -0.1 0.1 0.3 0.1422
N 2.071 -0.365 0.603 -0.1 0.0 -0.3 0.1053
C 1.109 -0.493 -0.209 0.1 0.1 0.1 -0.1841
H 0.648 -0.503 1.991 -0.1 -0.1 0.0 0.0714
H -0.723 -1.547 -0.062 0.0 0.1 0.0 0.1501
H -0.982 1.437 0.497 0.0 0.0 -0.2 0.1218
H -2.205 0.306 -0.072 0.1 0.1 -0.2 0.1509
H -1.304 1.846 -1.832 -0.1 -0.2 0.1 0.0054
H 2.967 -0.272 0.127 -0.1 0.0 0.1 0.0640
H 1.187 -0.496 -1.302 0.1 0.0 0.1 0.1142